No. 1
A structure of composition C39H49N4O2V in a non-equilibrium geometry, computed with the ωB97M-V functional and the def2-TZVPD basis.

Last column: Mulliken spin population.
CARTESIAN COORDINATES (ANGSTROEM)
V 0.217 -1.091 -0.284  0.785
C 4.418 4.636 -2.221  0.024
C 3.666 4.547 -0.877  0.022
C 2.550 5.589 -0.853  0.003
C 4.644 4.820 0.286  0.023
C 3.135 3.145 -0.716  0.059
C 1.806 2.858 -0.547  -0.077
C 1.439 1.506 -0.416  0.157
N 0.248 0.945 -0.232  -0.103
C -0.982 1.520 -0.057  -0.102
C -1.318 2.816 0.279  -0.014
C -2.673 3.147 0.366  0.000
C -3.647 2.129 0.122  -0.111
C -3.396 0.797 -0.153  0.004
C -2.028 0.496 -0.200  -0.010
O -1.494 -0.702 -0.340  0.048
C -4.574 -0.155 -0.374  0.003
C -5.342 0.339 -1.611  0.008
C -5.482 -0.102 0.865  0.004
C -4.157 -1.609 -0.603  -0.001
C -3.078 4.560 0.728  0.007
C -4.593 4.772 0.686  -0.005
C -2.568 4.842 2.156  0.004
C -2.405 5.530 -0.262  0.005
C 2.465 0.445 -0.542  0.141
O 1.926 -0.742 -0.495  -0.005
C 3.833 0.709 -0.678  -0.025
C 4.105 2.058 -0.742  0.127
C 4.899 -0.382 -0.754  0.000
C 4.639 -1.255 -1.992  -0.001
C 4.848 -1.226 0.529  -0.001
C 6.292 0.235 -0.875  0.001
H 4.810 5.647 -2.332  0.003
H 3.758 4.436 -3.066  -0.002
H 5.269 3.955 -2.276  -0.002
H 2.986 6.578 -0.988  0.000
H 2.022 5.600 0.104  0.000
H 1.832 5.442 -1.663  0.000
H 4.998 5.847 0.205  0.003
H 5.523 4.174 0.258  -0.001
H 4.159 4.706 1.257  -0.002
H 1.072 3.645 -0.555  -0.007
H -0.565 3.550 0.513  0.004
H -4.684 2.425 0.183  -0.003
H -5.713 1.357 -1.487  0.001
H -6.207 -0.304 -1.774  0.000
H -4.723 0.306 -2.509  -0.001
H -5.899 0.891 1.034  0.001
H -4.950 -0.411 1.767  -0.001
H -6.321 -0.782 0.720  0.000
H -3.501 -1.727 -1.466  0.001
H -5.056 -2.192 -0.800  0.000
H -3.685 -2.035 0.284  0.000
H -5.118 4.157 1.419  0.002
H -5.011 4.585 -0.305  0.001
H -4.807 5.811 0.933  0.000
H -3.019 4.168 2.884  0.000
H -2.842 5.861 2.428  0.001
H -1.482 4.761 2.232  -0.001
H -2.694 5.321 -1.293  0.000
H -1.315 5.504 -0.191  -0.001
H -2.720 6.546 -0.026  0.001
H 5.142 2.344 -0.844  -0.005
H 3.666 -1.748 -1.964  0.000
H 5.400 -2.033 -2.045  0.000
H 4.700 -0.670 -2.911  0.000
H 3.888 -1.724 0.670  0.000
H 5.053 -0.620 1.413  0.000
H 5.612 -2.001 0.476  0.000
H 6.407 0.822 -1.789  0.000
H 7.027 -0.568 -0.917  0.000
H 6.546 0.857 -0.014  0.000
C 1.399 -5.197 -0.457  -0.005
C 1.373 -3.822 -0.412  0.018
N 0.215 -3.139 -0.272  -0.012
C -0.945 -3.838 -0.169  0.014
C -0.998 -5.215 -0.180  0.000
C 0.212 -5.898 -0.340  0.025
C -2.302 -5.901 -0.082  0.001
C -2.602 -6.938 0.698  -0.002
C -1.753 -7.591 1.716  0.000
C -2.163 -8.775 2.298  0.000
C -1.334 -9.325 3.268  0.000
N -0.195 -8.745 3.636  0.000
C 0.101 -7.610 3.011  0.000
N -0.604 -6.992 2.070  0.002
H 2.342 -5.709 -0.581  0.000
H 2.281 -3.240 -0.491  0.000
H -1.850 -3.256 -0.058  -0.004
H 0.211 -6.978 -0.386  0.001
H -3.081 -5.507 -0.726  0.000
H -3.604 -7.343 0.612  0.000
H -3.089 -9.255 2.014  0.000
H -1.593 -10.253 3.764  0.000
H 1.029 -7.132 3.308  0.000

Properties
- net charge = +3
- 2S+1 = 2
- F_max (eV/A) = 2.5
- lowest unoccupied orbital energy (alpha / beta) (eV) = -11.79 / -11.90
- energy (eV) = -76954.65882

---

No. 2
A cluster of 2 separate species, H4O2 in total in a non-equilibrium geometry, computed with the ωB97M-V functional and the def2-TZVPD basis.

Last column: natural (NBO) charge in e.
CARTESIAN COORDINATES (ANGSTROEM)
O -1.125 1.022 1.256  -0.944
H -2.033 0.660 1.245  0.472
H -0.878 1.134 0.340  0.472
O 1.162 -0.727 -1.269  -0.935
H 1.311 -0.440 -0.368  0.467
H 1.564 -1.649 -1.204  0.468

Properties
- net charge = 0
- 2S+1 = 1
- F_max (eV/A) = 2.4
- SMILES = O.O
- lowest unoccupied orbital energy (eV) = 0.84
- ΔE to the lowest compared entry with this formula, charge and spin (kJ/mol) = 21.69
- energy (eV) = -4159.71409

---

No. 3
A structure of composition C18H23N3O5S2 in a non-equilibrium geometry, computed with the ωB97M-V functional and the def2-TZVPD basis.

Last column: natural (NBO) charge in e.
CARTESIAN COORDINATES (ANGSTROEM)
C 3.037 4.696 2.102  -0.305
H 2.615 5.635 2.551  0.223
O 1.720 3.941 1.693  -0.533
C 1.992 2.756 1.275  -0.042
C 2.537 2.843 -0.227  -0.238
N 2.710 1.326 -0.534  -0.473
C 1.713 0.735 -1.037  0.379
N 1.543 -0.546 -1.712  -0.533
C 2.673 -1.349 -1.480  0.101
C 2.570 -2.663 -1.766  -0.188
C 3.788 -3.687 -1.640  -0.183
C 4.938 -3.041 -1.103  -0.212
C 4.835 -1.487 -0.574  -0.100
C 3.791 -0.956 -0.741  -0.195
C 3.797 0.587 -0.421  0.663
O 4.840 1.069 0.375  -0.654
H 5.736 -1.146 0.055  0.268
H 5.760 -3.618 -0.713  0.207
H 3.579 -4.632 -1.965  0.212
H 1.786 -3.158 -2.179  0.201
S 0.200 1.710 -1.608  0.240
C -0.721 0.385 -2.352  -0.632
H -0.309 -0.563 -2.432  0.295
C -2.164 0.296 -1.720  0.676
O -3.284 0.699 -2.762  -0.776
N -2.473 -0.200 -0.619  -0.434
C -1.308 -0.523 0.217  -0.496
H -0.673 -1.470 -0.545  0.227
H -0.570 0.122 0.660  0.236
H -1.682 -1.282 1.065  0.277
C -3.744 -0.366 -0.142  -0.085
C -3.807 0.319 1.260  -0.597
H -4.655 0.880 1.535  0.246
H -2.877 0.840 1.731  0.265
S -4.143 -1.155 2.405  2.120
O -2.972 -2.165 2.588  -0.947
O -5.046 -0.840 3.369  -0.929
C -5.043 -2.146 1.299  -0.692
C -4.192 -1.795 -0.121  -0.368
H -3.204 -2.544 -0.037  0.231
H -4.756 -1.929 -0.878  0.209
H -5.028 -3.220 1.439  0.280
H -5.982 -1.503 1.030  0.227
H -4.317 0.463 -0.649  0.297
H -0.896 0.881 -3.556  0.299
H 1.836 3.261 -0.791  0.224
H 3.566 3.071 -0.082  0.261
H 2.597 2.277 2.068  0.183
H 1.015 2.215 1.185  0.169
H 3.851 4.087 2.672  0.213
H 3.593 4.955 1.055  0.183

Properties
- net charge = 0
- 2S+1 = 1
- F_max (eV/A) = 18.2
- lowest unoccupied orbital energy (eV) = -0.67
- ΔE to the lowest compared entry with this formula, charge and spin (kJ/mol) = 1760.86
- energy (eV) = -55401.28899

---

No. 4
The molecule C6H6BrF2NO in a non-equilibrium geometry, computed with the ωB97M-V functional and the def2-TZVPD basis.

Last column: natural (NBO) charge in e.
CARTESIAN COORDINATES (ANGSTROEM)
F 2.615 -2.322 0.594  -0.391
C 3.322 -1.177 0.249  0.780
F 4.600 -1.696 -0.028  -0.348
O 2.746 -0.533 -0.682  -0.532
C 1.579 0.343 -0.236  0.348
Br 2.453 2.037 0.063  0.042
C 0.627 0.461 -1.390  -0.269
C -0.646 0.292 -1.115  -0.123
C -1.134 -0.386 0.113  -0.542
C -0.034 -0.564 1.111  0.242
N 1.166 -0.155 0.946  -0.489
H 3.269 -0.677 1.245  0.135
H 0.931 0.919 -2.320  0.245
H -1.636 0.530 -1.713  0.223
H -1.996 0.166 0.490  0.243
H -1.492 -1.379 -0.113  0.252
H -0.403 -0.977 1.982  0.184

Properties
- net charge = 0
- 2S+1 = 1
- F_max (eV/A) = 5.8
- SMILES = FC(F)O[C@@]1(Br)C=CCC=N1
- lowest unoccupied orbital energy (eV) = 0.18
- ΔE to the lowest compared entry with this formula, charge and spin (kJ/mol) = 53.24
- energy (eV) = -85332.19464

---

No. 5
A structure of composition C12H21I2LuN2O in a non-equilibrium geometry, computed with the ωB97M-V functional and the def2-TZVPD basis.

Last column: natural (NBO) charge in e.
CARTESIAN COORDINATES (ANGSTROEM)
C -1.346 3.950 -3.555  -1.100
I -2.618 2.706 -2.731  -0.441
H -0.384 3.465 -3.360  0.211
H -1.368 4.900 -3.040  0.217
H -1.502 4.014 -4.620  0.219
C 2.056 1.567 2.096  -0.074
C 2.345 -0.216 0.741  -0.289
N 1.945 0.198 1.960  -0.389
H 2.768 3.033 0.598  0.213
I 2.461 -3.151 -2.919  -0.592
N 2.642 0.951 0.075  -0.409
H 1.831 2.091 3.012  0.210
Lu 1.697 -1.146 -1.074  1.320
C -0.633 -0.510 -1.292  0.057
O 0.275 0.021 -2.045  -0.851
C 2.512 2.046 0.922  -0.116
C 3.200 1.041 -1.269  -0.418
H 4.217 1.467 -1.223  0.201
H 2.608 1.731 -1.892  0.242
H 3.329 0.054 -1.788  0.187
C 1.390 -0.679 2.959  -0.399
H 1.841 -0.498 3.944  0.178
H 1.587 -1.711 2.663  0.228
H 0.301 -0.554 3.055  0.204
C -2.042 -0.165 0.959  -0.631
C -1.876 -1.592 0.466  -0.086
C -1.689 -2.528 1.651  -0.597
C -3.090 -2.049 -0.334  -0.611
C -0.714 -1.606 -0.542  -0.645
H -2.927 -0.069 1.607  0.172
H -2.130 0.527 0.112  0.262
H -1.165 0.140 1.540  0.186
H -2.589 -2.451 2.271  0.188
H -1.568 -3.569 1.330  0.196
H -0.819 -2.263 2.264  0.196
H -3.218 -1.444 -1.233  0.223
H -2.936 -3.082 -0.653  0.188
H -4.015 -2.001 0.249  0.176
H -0.378 -2.617 -0.907  0.171

Properties
- net charge = -2
- 2S+1 = 1
- F_max (eV/A) = 4.0
- lowest unoccupied orbital energy (alpha / beta) (eV) = 4.04 / 4.03
- ΔE to the lowest compared entry with this formula, charge and spin (kJ/mol) = 216.33
- energy (eV) = -67628.88543

---

No. 6
The molecule CH4N2O2 in a non-equilibrium geometry, computed with the ωB97M-V functional and the def2-TZVPD basis.

Last column: Mulliken spin population.
CARTESIAN COORDINATES (ANGSTROEM)
C -1.296 -0.145 0.001  0.003
N 0.863 0.752 0.132  0.779
N 0.095 -0.442 -0.043  0.459
O 0.502 -1.596 -0.207  0.561
O 2.189 0.466 0.209  0.162
H -1.651 -0.199 1.057  0.022
H -1.757 0.835 -0.468  0.009
H -1.710 -0.918 -0.619  0.003
H 2.765 1.247 -0.062  0.004

Properties
- net charge = 0
- 2S+1 = 3
- F_max (eV/A) = 2.6
- lowest unoccupied orbital energy (alpha / beta) (eV) = 0.77 / -1.23
- ΔE to the lowest compared entry with this formula, charge and spin (kJ/mol) = 233.95
- energy (eV) = -8170.39375